# 1
{"formula": "C14H36GaN8O2P", "method": "the ωB97M-V functional and the def2-TZVPD basis", "lumo_ev": -0.855, "e_above_lowest_kcal_mol": 101.4, "gap_ha": 0.201, "total_charge": 0, "homo_energy_ev": -6.316, "symbols": ["N", "C", "N", "N", "C", "Ga", "C", "C", "N", "N", "N", "P", "O", "C", "C", "C", "C", "C", "N", "H", "H", "H", "H", "H", "H", "H", "H", "H", "H", "H", "H", "H", "H", "H", "H", "H", "H", "H", "H", "H", "H", "C", "N", "C", "C", "C", "C", "O", "H", "H", "H", "H", "H", "H", "H", "H", "H", "H", "H", "H", "H", "H"], "xyz": [[0.105, -2.650, 1.748], [-0.329, -1.588, 0.762], [-1.078, -2.338, -0.360], [-1.377, -0.691, 1.410], [0.894, -0.781, 0.026], [2.460, -0.240, 1.265], [1.914, 0.851, 2.937], [1.394, 2.374, 2.601], [0.040, 2.409, 1.921], [1.323, 3.104, 3.958], [2.363, 3.181, 1.756], [3.995, 0.941, -0.126], [5.172, 1.470, 0.788], [3.433, -2.007, 1.894], [4.619, -2.497, 0.942], [5.413, -3.877, 1.293], [4.799, -4.554, 2.643], [3.615, -3.810, 3.430], [2.866, -2.552, 3.153], [-0.785, -2.924, 2.264], [0.316, -3.520, 1.174], [-0.397, -2.969, -0.874], [-1.800, -2.952, 0.079], [-1.380, -0.834, 2.451], [-2.329, -0.989, 1.058], [1.303, -1.414, -0.870], [0.425, 0.231, -0.393], [2.781, 0.819, 3.727], [0.982, 0.283, 3.422], [-0.666, 2.375, 2.689], [-0.051, 1.588, 1.265], [0.926, 2.398, 4.640], [0.653, 3.892, 3.797], [3.258, 3.295, 2.302], [1.895, 4.117, 1.616], [4.471, 0.098, -1.223], [3.295, 2.105, -0.680], [4.920, -1.872, -0.006], [6.281, -4.326, 0.649], [5.227, -5.580, 3.036], [3.255, -4.359, 4.430], [-2.068, 1.555, -3.608], [-3.587, 1.653, -3.465], [-4.129, 2.419, -4.673], [-3.925, 2.427, -2.202], [-4.241, 0.246, -3.467], [-3.847, -0.656, -2.285], [-2.449, -0.913, -2.271], [-1.684, 2.547, -3.864], [-1.633, 1.249, -2.654], [-1.836, 0.845, -4.407], [-3.682, 3.419, -4.681], [-5.216, 2.490, -4.579], [-3.853, 1.872, -5.580], [-3.474, 1.924, -1.344], [-5.014, 2.463, -2.100], [-3.515, 3.437, -2.295], [-3.950, -0.224, -4.412], [-5.327, 0.404, -3.465], [-4.363, -1.618, -2.384], [-4.138, -0.218, -1.326], [-2.270, -1.529, -1.533]], "mulliken_charge": [-0.51, 0.04, -0.61, -0.48, -0.61, -0.31, -0.58, 0.17, -0.59, -0.67, -0.49, 0.36, -0.73, 0.50, -0.13, -0.41, -0.31, -0.27, -0.30, 0.33, 0.29, 0.27, 0.29, 0.30, 0.25, 0.37, -0.13, 0.33, 0.20, 0.32, 0.10, 0.31, 0.30, 0.27, 0.28, 0.03, 0.01, 0.01, 0.29, 0.25, 0.21, -0.95, -0.02, -0.86, -0.84, -0.63, -0.45, -0.43, 0.35, 0.47, 0.36, 0.38, 0.38, 0.37, 0.35, 0.35, 0.38, 0.40, 0.35, 0.44, 0.34, 0.31]}



# 2
{"formula": "C14H36Hg2O18", "method": "the ωB97M-V functional and the def2-TZVPD basis", "lumo_ev": -2.109, "e_above_lowest_kcal_mol": 82.1, "gap_ha": 0.247, "total_charge": 0, "homo_energy_ev": -8.828, "symbols": ["Hg", "Hg", "C", "O", "O", "O", "C", "O", "O", "O", "C", "C", "O", "O", "H", "H", "H", "H", "H", "H", "C", "C", "O", "O", "H", "H", "H", "H", "H", "H", "C", "C", "O", "O", "H", "H", "H", "H", "H", "H", "C", "C", "O", "O", "H", "H", "H", "H", "H", "H", "C", "C", "O", "O", "H", "H", "H", "H", "H", "H", "C", "C", "O", "O", "H", "H", "H", "H", "H", "H"], "xyz": [[-16.513, 19.194, -9.179], [-16.035, 15.672, -10.904], [-14.277, 17.955, -10.314], [-15.278, 18.125, -10.959], [-14.204, 18.557, -9.249], [-13.949, 16.759, -10.387], [-18.313, 17.192, -10.130], [-18.332, 16.436, -11.068], [-18.553, 18.384, -10.247], [-17.376, 17.009, -9.360], [-14.323, 14.601, -13.042], [-15.506, 14.941, -13.884], [-16.329, 15.816, -13.171], [-14.729, 13.875, -11.923], [-13.847, 15.465, -12.577], [-13.635, 14.074, -13.703], [-16.112, 14.092, -14.200], [-15.180, 15.407, -14.813], [-17.235, 15.751, -13.481], [-14.174, 13.125, -11.697], [-11.628, 17.873, -6.684], [-11.522, 19.375, -7.006], [-11.743, 19.593, -8.426], [-12.988, 17.340, -6.768], [-11.146, 17.459, -5.799], [-11.089, 17.420, -7.516], [-10.510, 19.739, -6.831], [-12.144, 19.972, -6.340], [-12.605, 19.238, -8.655], [-13.146, 17.362, -7.715], [-10.883, 15.643, -11.568], [-10.698, 15.664, -10.001], [-11.916, 15.209, -9.435], [-11.244, 16.928, -12.034], [-11.477, 14.814, -11.952], [-9.913, 15.459, -12.030], [-10.572, 16.667, -9.592], [-9.878, 15.018, -9.687], [-12.638, 15.766, -9.737], [-11.995, 17.144, -11.476], [-15.419, 18.831, -14.704], [-14.983, 19.338, -16.026], [-16.102, 19.160, -16.917], [-14.416, 18.863, -13.744], [-15.972, 17.892, -14.676], [-16.152, 19.551, -14.340], [-14.088, 18.811, -16.356], [-14.732, 20.393, -15.919], [-16.700, 19.850, -16.621], [-14.878, 18.622, -12.938], [-17.173, 16.135, -5.904], [-16.568, 17.514, -5.665], [-15.869, 18.197, -6.791], [-18.130, 16.105, -6.926], [-17.594, 15.830, -4.946], [-16.433, 15.360, -6.107], [-15.809, 17.531, -4.883], [-17.357, 18.161, -5.282], [-15.028, 17.759, -6.942], [-17.733, 16.289, -7.780], [-17.332, 22.744, -11.914], [-16.221, 21.656, -11.799], [-16.733, 20.523, -11.176], [-18.392, 22.233, -12.737], [-16.918, 23.608, -12.434], [-17.698, 23.083, -10.945], [-15.338, 22.056, -11.302], [-15.775, 21.391, -12.757], [-17.157, 19.913, -11.783], [-18.773, 21.471, -12.294]], "mulliken_charge": [1.51, 1.23, 1.17, -0.44, -1.45, -0.71, 1.13, -0.87, -0.83, -0.65, -0.80, -0.15, -0.34, -0.49, 0.35, 0.54, 0.41, 0.29, 0.25, 0.29, -0.11, -0.30, -0.55, -0.57, 0.37, -0.12, 0.38, 0.23, 0.39, 0.12, -0.27, -0.35, -0.62, -0.61, -0.01, 0.45, 0.15, 0.39, 0.42, 0.26, 0.37, -0.77, -0.55, -0.54, 0.18, -0.06, 0.38, 0.29, 0.32, 0.16, -0.42, -0.46, -0.26, -0.58, 0.36, 0.28, 0.34, 0.31, 0.34, 0.27, -0.44, -0.40, -0.31, -0.54, 0.36, 0.25, 0.40, 0.11, 0.20, 0.32]}